No. 1
A structure of composition C33H29BrN3O2PmSSi, computed with wB97M-V/def2-TZVPD.

```
71
Properties=species:S:1:pos:R:3:forces:R:3:mulliken_charge:R:1
Pm 1.138292 0.468199 0.477149 0.311 0.068 0.395 0.75
C -2.519764 4.746230 2.761611 0.209 0.188 0.175 -0.97
Si -1.812395 3.763355 4.228953 0.554 -0.458 -0.375 0.24
C -0.102495 4.371983 4.822772 -0.478 -0.039 0.090 -0.97
C -3.088973 3.604636 5.607796 -0.186 0.207 -0.072 -1.06
C -1.520908 1.931731 3.680801 -0.220 -0.010 -0.202 0.17
C -2.210350 0.848081 4.258901 0.569 0.736 -0.628 0.02
C -2.155091 -0.443993 3.746511 0.229 0.405 0.001 -1.08
C -1.306277 -0.661399 2.695097 0.029 0.333 0.207 -0.21
N -0.579456 0.327110 2.167512 0.298 0.234 -0.293 -0.26
C -0.680939 1.621343 2.575510 -0.453 -0.556 0.344 0.36
S 0.264255 2.803691 1.660140 -0.177 -0.334 0.168 -0.38
H -2.712966 5.804840 3.030994 0.164 -0.512 -0.081 0.34
H -3.475552 4.312421 2.459995 -0.036 -0.027 0.035 0.32
H -1.857927 4.719003 1.877534 -0.213 0.032 0.514 0.29
H -0.099514 5.394289 5.229130 -0.083 -0.269 -0.111 0.35
H 0.615545 4.324170 3.991452 -0.244 -0.022 0.287 0.28
H 0.228660 3.684525 5.618690 0.002 0.239 -0.234 0.30
H -3.299628 4.596963 6.036405 0.052 -0.346 0.034 0.31
H -2.732910 2.928085 6.398380 -0.066 0.310 -0.095 0.29
H -4.048520 3.199834 5.231237 0.454 0.196 0.080 0.30
H -2.811062 1.008973 5.128626 -0.398 0.225 0.331 0.35
H -2.752445 -1.226912 4.162690 -0.131 -0.368 0.163 0.43
H -1.178329 -1.642727 2.272564 0.053 -0.222 -0.210 0.53
Br 3.447296 1.971287 -0.812494 0.285 -0.572 0.380 -0.21
C 4.731351 0.712502 -0.039077 1.628 -0.308 0.226 0.28
C 6.028995 0.844381 -0.555897 -2.068 1.016 -0.122 -0.48
C 7.122767 0.205836 0.007867 0.017 -1.039 0.933 -0.79
C 6.896038 -0.590605 1.115012 0.099 -0.167 0.326 -0.55
C 5.617923 -0.773511 1.714585 -0.117 1.606 -1.605 0.72
C 5.494676 -1.433084 2.953147 -1.004 -0.502 0.773 -0.86
C 4.240728 -1.546753 3.533431 0.050 0.112 -0.030 -0.66
C 3.087625 -1.006843 2.887078 1.224 -0.396 0.180 -0.43
C 3.196940 -0.322361 1.710813 -1.734 1.049 -1.228 0.40
C 4.445608 -0.112933 1.093449 1.607 -0.891 0.917 0.29
H 6.126601 1.576915 -1.348689 0.321 -0.211 -0.110 0.37
H 8.131517 0.329542 -0.382005 -0.314 0.042 0.008 0.37
H 7.708819 -1.095737 1.635021 0.121 0.178 -0.273 0.31
H 6.381600 -1.839588 3.468494 -0.482 0.233 -0.472 0.30
H 4.083152 -2.029789 4.501064 0.356 0.051 -0.257 0.34
H 2.120221 -1.148175 3.359151 -0.020 -0.034 0.068 0.39
O 1.839567 -1.072392 -1.368673 0.246 0.143 0.043 -0.74
C 0.701855 -1.042852 -1.875654 -0.358 -0.186 0.314 0.03
N 0.315057 -1.676343 -2.999235 -0.099 -0.249 -0.608 0.02
C -1.108132 -1.514948 -3.280913 0.224 0.818 1.072 2.81
C -1.428201 -0.553927 -2.063443 -1.745 0.749 0.545 -0.27
O -2.544488 -0.087586 -1.886008 1.280 -0.446 -0.161 -0.66
N -0.321966 -0.356343 -1.258986 -0.235 -0.734 -1.459 -0.17
C -1.926969 -2.768080 -3.070758 -0.529 -0.689 0.659 -0.61
C -1.394641 -3.963706 -2.583767 1.104 0.316 -0.338 -0.23
C -2.179500 -5.073506 -2.343188 -0.583 -0.178 -0.043 -0.87
C -3.558681 -5.001279 -2.510106 0.076 0.183 -0.141 -0.32
C -4.126728 -3.802541 -2.941952 0.461 0.002 0.027 -0.93
C -3.317604 -2.696452 -3.197586 -0.088 0.199 0.026 -0.06
C -1.402674 -0.816743 -4.599034 0.410 0.106 -0.960 -0.11
C -1.357906 0.576205 -4.732182 -0.202 -0.365 0.630 -0.32
C -1.491907 1.190426 -5.959473 0.186 -0.080 -0.453 -0.87
C -1.620657 0.435259 -7.115673 -0.104 -0.550 -0.006 -0.38
C -1.710711 -0.958140 -7.016864 0.275 0.684 0.234 -0.80
C -1.582637 -1.562758 -5.776516 0.116 -0.132 0.380 -0.27
H 0.930035 -2.265830 -3.533571 0.123 0.081 0.043 0.31
H -0.316442 -4.053433 -2.396407 -0.432 0.123 -0.167 0.33
H -1.719404 -6.008908 -2.052708 0.020 0.063 0.168 0.41
H -4.180208 -5.863428 -2.287874 0.048 0.099 -0.126 0.39
H -5.193803 -3.729448 -3.091589 -0.083 0.062 0.120 0.39
H -3.758176 -1.721145 -3.403640 -0.003 -0.336 -0.255 0.40
H -1.239699 1.210427 -3.863335 0.005 -0.086 0.122 0.42
H -1.454999 2.267650 -6.021626 0.036 0.090 0.002 0.40
H -1.609937 0.915121 -8.084914 -0.230 0.023 -0.018 0.40
H -1.833511 -1.582535 -7.889081 0.028 0.059 -0.134 0.39
H -1.570040 -2.648282 -5.756643 -0.159 0.052 0.249 0.36
```
Positions in Å, forces in eV/Å.

Results
Calculated total energy   -5459.88122 a.u.
Gap between HOMO and LUMO (spin up / spin down)   8.1 / 8.2 eV
LUMO level (spin up / spin down)   0.20 / 0.27 eV
HOMO level (spin up / spin down)   -7.9 / -7.9 eV
Spin multiplicity   5

No. 2
An isolated molecule of C7H10, computed with wB97M-V/def2-TZVPD.

```
17
Properties=species:S:1:pos:R:3:forces:R:3:mulliken_charge:R:1
C 1.446309 0.191410 1.380507 -0.074 0.111 0.197 -0.63
C 1.838545 -0.231181 -0.011234 -0.009 -0.099 -0.165 -0.78
C 0.402784 0.068639 0.320737 -0.038 0.221 0.013 0.57
C -0.435289 1.199036 -0.287448 0.180 0.386 -0.289 -0.68
C -1.597760 0.245139 -0.494632 -0.143 0.413 -0.484 -0.25
C -1.224875 -1.033949 -1.120046 -0.119 -0.061 -0.342 -0.52
C -0.789019 -0.870094 0.297967 -0.493 0.796 -0.038 -0.40
H 1.714822 1.189063 1.718396 0.002 -0.138 -0.047 0.25
H 1.471742 -0.572750 2.154876 -0.058 0.152 -0.146 0.25
H 2.364549 0.497698 -0.627845 -0.185 -0.143 0.123 0.24
H 2.165840 -1.256555 -0.167511 -0.177 0.128 0.066 0.25
H -0.647173 1.950028 0.481903 -0.075 -0.018 -0.270 0.30
H -0.092712 1.670706 -1.207949 0.333 0.296 0.042 0.29
H -2.649223 0.475376 -0.317341 0.409 -0.033 0.174 0.37
H -0.452524 -0.949964 -1.879044 0.120 -0.444 0.174 0.17
H -2.000836 -1.759819 -1.327385 -0.066 0.178 -0.066 0.27
H -1.515180 -0.812785 1.086050 0.394 -1.745 1.059 0.30
```
Positions in Å, forces in eV/Å.

Results
Calculated total energy   -272.59455 a.u.
Structure (SMILES)   C1[C@@H]2CC3(CC3)[C@H]12
Gap between HOMO and LUMO   9.7 eV
LUMO level   1.20 eV
HOMO level   -8.5 eV
ΔE to the lowest compared entry with this formula, charge and spin   3.359 eV

No. 3
An isolated molecule of C2H3ClO2S, computed with wB97M-V/def2-TZVPD.

```
9
Properties=species:S:1:pos:R:3:forces:R:3:mulliken_charge:R:1
C -0.095143 -0.983000 -0.501465 -0.314 2.113 -0.801 -0.57
C -0.372614 0.057026 0.615139 -4.951 0.852 -0.074 0.39
O 1.742184 1.035778 -0.577655 -0.716 2.657 -0.446 -0.45
O -1.034204 1.202321 0.236273 1.574 1.055 -0.514 -0.46
S 1.436100 -0.158204 0.214745 5.281 -4.737 -0.437 0.26
Cl -0.718847 -0.424739 2.314141 0.337 0.288 -1.697 -0.15
H -0.298232 -2.049102 -0.562486 -0.084 -0.040 0.939 0.37
H -0.337701 -0.485096 -1.533223 0.698 -0.729 2.084 0.21
H -0.321544 1.805016 -0.205468 -1.825 -1.459 0.946 0.39
```
Positions in Å, forces in eV/Å.

Results
Calculated total energy   -1086.63008 a.u.
Gap between HOMO and LUMO (spin up / spin down)   6.2 / 6.7 eV
LUMO level (spin up / spin down)   0.69 / -3.32 eV
HOMO level (spin up / spin down)   -5.5 / -10.0 eV
Spin multiplicity   3
ΔE to the lowest compared entry with this formula, charge and spin   4.698 eV

No. 4
A structure of composition C27H25Cl2FN5O4SSc, computed with wB97M-V/def2-TZVPD.

```
66
Properties=species:S:1:pos:R:3:forces:R:3:mulliken_charge:R:1
Sc 0.979588 1.464934 1.545097 -0.022 0.294 -0.162 0.71
C -2.129072 -5.431049 0.784871 -0.030 -0.014 0.013 -1.97
C -1.233656 -5.022330 -0.365727 0.056 0.045 -0.018 0.51
C -1.927310 -5.124556 -1.713792 -0.009 -0.030 0.009 -0.94
C -0.919474 -4.907401 -2.827992 0.006 -0.020 -0.031 -1.08
C -0.136687 -3.642919 -2.604314 0.042 0.080 0.041 1.15
C 0.509119 -3.023521 -3.648836 -0.004 0.008 0.002 -0.69
C 1.200134 -1.827910 -3.454117 0.008 0.002 -0.019 0.02
F 1.805926 -1.274315 -4.506448 -0.001 0.012 0.007 -0.34
C 1.253906 -1.207493 -2.240959 -0.039 -0.045 0.017 -1.14
C 0.599707 -1.814058 -1.158315 0.122 -0.045 0.020 0.57
C 0.602763 -1.160890 0.128684 -0.011 0.061 -0.014 2.05
O 1.264470 -0.057686 0.260411 -0.125 0.049 0.002 -1.00
C -0.156719 -1.744549 1.147073 -0.051 -0.124 -0.040 -0.55
C -0.749631 -2.980503 0.920640 0.033 0.028 0.053 -0.31
N -0.697048 -3.625886 -0.227497 -0.036 -0.028 -0.051 0.23
C -0.073910 -3.035602 -1.330876 -0.015 -0.010 0.008 -0.71
C -0.399576 -1.114362 2.476448 0.063 -0.033 -0.010 0.22
O -1.104818 -1.633039 3.315017 -0.043 -0.005 -0.045 -0.72
O 0.154809 0.061036 2.649753 -0.139 -0.098 0.219 -0.22
H -2.477269 -6.443312 0.585832 -0.008 0.003 -0.007 0.43
H -3.006756 -4.787388 0.864374 0.003 0.015 -0.002 0.40
H -1.614848 -5.459241 1.744314 0.015 -0.009 -0.004 0.55
H -0.344711 -5.660609 -0.380407 -0.023 -0.021 0.021 0.21
H -2.732727 -4.386391 -1.763560 -0.005 0.000 0.007 0.33
H -2.384624 -6.109419 -1.797884 0.010 -0.001 -0.009 0.38
H -1.412746 -4.856891 -3.798540 0.003 -0.004 0.002 0.49
H -0.229077 -5.754844 -2.872544 -0.010 -0.003 0.011 0.36
H 0.476343 -3.448839 -4.643938 -0.002 -0.007 -0.006 0.56
H 1.774572 -0.271460 -2.107761 0.004 0.008 -0.007 0.60
H -1.277562 -3.447487 1.737839 -0.001 0.022 0.011 0.66
N 1.616928 3.945533 -1.958349 -0.040 0.009 0.089 0.00
C 0.466623 3.376270 -2.491372 -0.009 -0.011 -0.038 0.52
C -0.150356 3.506110 -3.730737 -0.027 -0.013 0.028 -1.14
C -1.291368 2.755743 -3.924470 0.002 0.004 -0.016 -0.59
C -1.803203 1.910510 -2.924663 0.006 0.012 0.000 -0.81
C -1.187452 1.789295 -1.697196 -0.018 0.002 -0.031 -0.55
C -0.030821 2.538680 -1.491236 -0.040 0.024 0.024 0.37
N 0.806608 2.616426 -0.385746 0.046 -0.064 -0.018 0.38
C 1.765909 3.452509 -0.712661 0.063 -0.030 -0.052 0.13
C 2.872917 3.677946 0.205324 0.061 -0.036 -0.055 -0.12
C 3.920640 4.535092 0.112558 -0.032 0.013 0.065 -0.28
S 4.959978 4.325559 1.449343 0.022 -0.027 -0.047 -0.07
C 3.952936 3.106094 2.045137 -0.112 0.007 0.051 -0.30
N 2.888893 2.857125 1.320918 0.031 0.040 0.002 0.50
H 2.229067 4.597329 -2.420124 0.008 -0.011 -0.016 0.24
H 0.235067 4.155986 -4.503659 0.016 0.008 -0.003 0.45
H -1.808468 2.821243 -4.871599 -0.008 -0.003 -0.001 0.44
H -2.705139 1.350186 -3.128369 -0.006 -0.007 0.004 0.47
H -1.591007 1.145515 -0.925641 0.019 0.000 0.015 0.44
H 4.131651 5.270473 -0.646125 -0.013 -0.001 -0.022 0.42
H 4.176210 2.581551 2.960487 0.017 0.010 0.011 0.31
Cl 1.362541 2.489488 4.309310 0.068 -0.121 -0.065 -0.06
C 1.991980 0.904301 4.851755 -0.005 -0.004 0.049 -0.23
Cl 3.064302 0.205171 3.624974 -0.024 0.070 -0.033 -0.10
H 1.144015 0.243425 4.983905 0.018 -0.002 0.003 0.21
H 2.562787 1.072911 5.756620 -0.032 -0.037 0.017 0.42
C -2.286139 4.036612 2.974270 -0.042 -0.021 -0.065 -1.43
C -1.742046 2.667061 2.717985 -0.070 -0.221 0.025 0.68
N -2.263051 1.645534 3.373372 0.071 0.042 0.107 -0.16
O -0.805850 2.502286 1.891387 0.261 0.208 0.009 -0.38
H -3.367907 4.054283 2.840969 -0.001 -0.015 0.008 0.42
H -1.825650 4.744166 2.292671 -0.007 0.010 0.009 0.31
H -2.073331 4.324494 4.004988 0.013 0.012 -0.007 0.38
H -3.005828 1.791803 4.038177 -0.005 0.012 -0.017 0.22
H -1.824553 0.731274 3.340955 -0.025 0.014 -0.048 0.11
```
Positions in Å, forces in eV/Å.

Results
Calculated total energy   -3797.64750 a.u.
Gap between HOMO and LUMO   8.4 eV
Net charge   +2
LUMO level   -5.30 eV
HOMO level   -13.7 eV
ΔE to the lowest compared entry with this formula, charge and spin   0.163 eV

No. 5
A cluster of 2 separate species, C10H7Br2F3NO3 in total, computed with wB97M-V/def2-TZVPD.

```
26
Properties=species:S:1:pos:R:3:forces:R:3:mulliken_charge:R:1
C -1.462230 -0.268278 -1.240976 -0.544 0.121 -0.476 -1.18
C -1.445705 1.199949 -0.833333 0.137 -0.304 0.277 0.36
Br -2.325270 2.499612 -1.984637 0.385 -0.978 0.422 -0.16
C -0.842643 1.596655 0.293055 0.435 0.374 -0.294 -0.63
Br -0.880043 3.512807 0.774545 0.167 -0.555 0.246 -0.19
C -0.158098 0.672898 1.228798 -1.681 0.296 -0.045 0.44
C -0.938128 0.106844 2.241865 1.209 -0.821 0.957 -0.11
C -0.371458 -0.777151 3.193715 0.404 0.232 -0.660 -0.59
C 1.042310 -1.100630 3.058614 -1.006 0.590 -0.222 -0.42
C 1.778356 -0.538982 2.054879 0.137 -0.901 1.084 -0.21
N 1.220123 0.358066 1.144653 0.164 0.131 0.112 0.25
C 2.025883 0.949223 0.126721 0.843 -0.264 -0.449 0.71
F 1.976057 2.296638 0.157752 -0.317 -0.781 -0.319 -0.25
F 1.689436 0.486056 -1.092708 -0.018 0.764 0.601 -0.22
F 3.337857 0.630306 0.289591 -0.730 -0.015 0.239 -0.30
H -0.490273 -0.598745 -1.646700 -0.536 0.219 0.150 0.23
H -2.201633 -0.414897 -2.051477 0.581 0.047 0.310 0.41
H -1.755639 -0.935737 -0.405204 0.259 0.532 -0.196 0.36
H -1.999497 0.359212 2.342933 0.537 0.066 -0.390 0.42
H -0.973381 -1.225207 3.991227 0.267 0.257 -0.411 0.37
H 1.527796 -1.778638 3.772536 -0.194 0.346 -0.505 0.34
H 2.831448 -0.832266 2.002522 -0.508 0.593 -0.511 0.33
C -0.395344 -1.585630 -4.326052 0.085 0.563 -0.975 0.82
O -0.372726 -2.487749 -3.461994 -0.020 -0.074 0.335 -0.63
O -0.148719 -1.763407 -5.560174 0.125 -0.584 0.015 -0.63
O -0.668477 -0.360952 -4.070150 -0.179 0.147 0.705 -0.53
```
Positions in Å, forces in eV/Å.

Results
Calculated total energy   -6113.25099 a.u.
Gap between HOMO and LUMO   2.2 eV
Net charge   -1
LUMO level   -0.02 eV
HOMO level   -2.2 eV

No. 6
An isolated molecule of C4H8N2, computed with wB97M-V/def2-TZVPD.

```
14
Properties=species:S:1:pos:R:3:forces:R:3:mulliken_charge:R:1
C -2.152943 -0.342442 -0.037245 1.021 1.192 -0.062 0.40
C 0.828647 -1.605316 0.444802 -2.675 1.402 -3.983 -1.08
C -0.793461 1.741317 0.301018 0.478 0.095 1.907 -0.81
C 0.293359 -0.472471 -0.562368 -3.083 -1.076 2.575 -0.60
N -3.196443 -0.848895 -0.111923 0.702 0.147 0.112 -0.54
N -0.949167 0.294784 0.055382 0.346 -1.411 -1.967 -0.01
H 0.020260 -2.218460 0.760388 -0.706 -0.227 0.738 0.33
H 1.303820 -2.169486 -0.290134 1.464 -1.560 -0.856 0.37
H 1.497838 -1.308835 1.146426 1.616 1.089 2.247 0.36
H -0.481962 1.676544 1.386522 -0.511 1.276 -0.865 0.31
H 0.106339 2.144729 -0.223509 -0.934 -0.422 0.017 0.25
H -1.683537 2.444674 0.156774 1.087 -1.470 0.064 0.29
H 1.054774 0.225646 -0.779139 0.618 0.889 -0.280 0.37
H -0.126774 -0.930194 -1.474541 0.580 0.075 0.352 0.37
```
Positions in Å, forces in eV/Å.

Results
Calculated total energy   -266.65244 a.u.
Structure (SMILES)   CCN(C)C#N
Gap between HOMO and LUMO   9.7 eV
LUMO level   0.79 eV
HOMO level   -8.9 eV
ΔE to the lowest compared entry with this formula, charge and spin   1.893 eV

| no. | maximum force (eV/Å) |
| --- | --- |
| 1 | 2.37 |
| 2 | 2.08 |
| 3 | 7.11 |
| 4 | 0.34 |
| 5 | 1.75 |
| 6 | 5.00 |